100
Properties=species:S:1:pos:R:3 method="wB97M-V/def2-TZVPD" total_energy_ha=-3253.00852 multiplicity=2 s2=0.76 e_above_lowest_kcal_mol=7.3 total_charge=+2 lumo_energy_ev="-6.3 / -7.1"
C 2.75701 -2.15537 0.73873
C -1.23278 3.60260 -5.28230
H -0.84843 -0.25146 5.91818
C -0.33194 2.93356 0.09029
H 0.73908 -4.40314 0.94443
C 4.07679 -1.69175 0.67215
H -2.33062 -2.53934 -0.89826
C 0.69036 -2.92408 -1.68259
C -0.60383 -0.10327 1.33457
C -3.34288 6.12553 0.12441
H -1.34095 3.96731 1.68963
N -0.27493 -0.65905 0.18229
O -1.66480 -1.13672 -4.33093
H -2.15343 -4.14310 -0.19841
O -2.52384 -0.36962 -2.49942
H -1.34353 -6.19002 -4.53667
C 5.72994 -4.02827 3.19061
Te 1.44349 -1.24337 -0.63833
H 3.94821 -0.24065 -0.99209
C -4.67321 2.22036 1.08812
C -2.78337 5.03254 -0.56112
H 3.72183 -3.38105 -2.75663
C 1.41957 -0.03539 2.80193
C 0.04044 -0.13803 2.65410
H 5.39320 -4.09163 4.22515
C -4.13473 5.88807 1.20669
H -1.23737 -2.79614 0.44834
H 0.70428 4.26801 3.02368
H -1.10912 3.83014 -6.33222
C -3.08679 3.72953 -0.22617
H 6.67412 -3.48867 3.16590
H -5.90934 1.06565 2.38025
H 1.60075 -0.06037 6.17757
C 1.57414 -3.33268 -2.68972
C 1.16348 -0.08566 5.18871
C -0.30559 4.06808 -4.36137
C 2.90815 -2.69376 -2.99019
H 0.35126 -6.39453 -4.99074
C -2.48452 2.55694 -3.52035
I -4.81964 0.72165 -0.35787
C -0.21505 -0.18810 5.04409
H 6.05345 -2.00603 1.41344
N -1.45243 -0.56489 -3.31017
C 0.88868 2.43631 -0.37672
C 5.02210 -2.33383 1.47355
C 2.03589 2.62836 0.37280
H -4.52008 6.70879 1.79799
C -0.45416 3.77378 -3.01472
C -2.32437 2.85236 -4.86169
C -5.33211 4.36115 2.70147
C -0.32923 -6.28411 -4.14951
C -4.50163 4.56841 1.56972
H -1.85195 -0.27902 3.66105
H 3.07977 -4.58110 3.05451
C -0.39755 3.58923 1.31801
C -5.46112 2.03105 2.18910
H 2.06991 0.05555 1.94434
C 4.69256 -3.36538 2.33269
H 2.98853 2.27534 -0.00097
H 0.26814 4.14925 -2.30254
H 0.53333 4.66573 -4.68986
H -2.05357 5.23511 -1.33547
Pt -2.07953 0.36944 -0.70731
H -6.36923 2.95226 3.91848
C 0.75564 3.76068 2.07034
C -5.75276 3.11288 3.04567
C 3.36206 -3.77776 2.38400
H -3.33750 1.97117 -3.20085
O -0.38021 -0.12673 -2.90866
H 5.91361 -5.04756 2.84734
H 0.26154 -2.85114 1.64948
C 1.97003 3.28672 1.59644
C -0.82115 -4.66254 -2.29622
H 2.97032 -2.44831 -4.05071
H -1.75896 -5.18511 -2.14483
C 2.37999 -3.18613 1.61130
C 1.22293 -4.42057 -3.48209
H -0.28886 -7.20093 -3.55953
C 0.96929 -3.67492 1.72509
H 2.87053 3.43641 2.17671
P -1.81317 2.61501 -0.86781
C -1.54389 3.01201 -2.59256
H 5.53752 -0.89970 -0.66927
C 1.97939 -0.00807 4.06911
H 0.93742 1.92456 -1.33242
H 1.90399 -4.73471 -4.26428
H -5.63743 5.22335 3.27968
C -1.60841 -3.23906 -0.46392
O -1.72723 0.54637 1.26155
C 4.61093 -0.57639 -0.19692
H 3.11182 -1.76475 -2.45375
H 4.85746 0.29197 0.41649
H -3.09699 7.13305 -0.17821
H 0.80695 -4.15156 2.68988
C 0.03327 -5.09983 -3.30208
C -0.78026 -0.20148 3.78206
C -0.53771 -3.58339 -1.47016
H 3.05169 0.07980 4.18004
C -4.06230 3.46733 0.78623
H -3.05036 2.49681 -5.57977

=====

104
Properties=species:S:1:pos:R:3 method="wB97M-V/def2-TZVPD" total_energy_ha=-8351.76785 e_above_lowest_kcal_mol=17.7 total_charge=-1 lumo_energy_ev=0.6
N -4.54225 1.90969 -7.70725
P -2.19600 -1.36982 -1.01417
C 3.82049 -2.55937 2.51668
H -0.17521 -3.26168 2.61254
H -3.27881 -1.20259 1.86251
O 3.97562 6.23421 4.01743
C -4.94373 2.29559 -6.49895
N 1.75210 -0.13813 -1.91133
H -2.53830 -3.47051 0.13716
H -3.23106 -3.20900 -2.22054
C -2.01230 2.72406 -3.29915
Cd 0.19506 0.78461 0.14584
N 0.14666 4.06046 -0.80062
C 1.03696 -0.89856 1.07404
H -4.44967 -1.84974 -0.23494
C -0.50165 -3.55117 -0.63779
C -3.28534 1.48646 -7.81558
C -1.07300 3.74932 -1.23093
C 5.89039 -3.01671 3.74177
C -3.64792 -0.42678 1.19237
H -0.11145 -7.53978 2.85579
H -1.46784 4.48165 3.49242
H 3.34624 -0.94340 -0.88201
C 1.78271 -4.12111 2.38176
H -1.92795 -2.48509 -3.14069
H 1.22663 5.39297 0.34165
N -0.32140 1.60765 -2.04758
H -1.36799 -2.42357 0.96765
H -5.97145 2.63203 -6.41966
H 1.89066 2.47046 1.76828
C 2.45382 -5.36451 2.34390
H 3.51702 -5.37801 2.14488
C 0.24225 5.13082 -0.02694
C -1.16136 2.63004 -2.20575
C 0.40781 -6.59876 2.72279
S -1.05616 2.25116 1.82365
H -1.38201 1.09358 -6.92157
C -2.18786 4.49070 -0.86266
C -1.67593 -2.80925 -0.00671
H 0.69328 -1.33598 5.70495
C 6.51138 -1.89003 3.21348
C 0.45616 5.30613 3.93361
H -4.53267 2.58378 -4.41718
C 2.78577 -2.14815 -2.59296
H 3.56693 -2.88662 -2.46353
H 3.90694 -0.74562 1.36510
O 2.34148 7.06762 5.24256
C -0.93995 0.81004 -4.20221
H 2.34265 -7.49211 2.46575
C 4.46992 -1.40519 2.01504
H 7.53066 -1.63753 3.47769
C 0.87448 -0.31916 -2.89110
C 0.08677 3.35854 2.53545
H 0.36488 -2.89109 -0.68561
C -4.13210 2.27973 -5.37544
H -4.30144 -0.20600 -0.85476
C -0.17255 0.73548 -3.04860
Br -1.23218 -0.91409 4.20153
H -2.67613 3.57275 -3.38883
H 1.09476 -1.78817 4.00515
H -0.21592 -4.40780 -0.02689
Br 1.60600 0.58153 4.43621
C 2.81367 6.19044 4.31611
C 1.47777 3.27660 2.36391
C -2.82094 1.83529 -5.49399
C 0.63887 -1.05712 4.66220
C 5.77205 -1.08559 2.35235
C 2.32871 4.19795 2.94109
H -0.73501 -3.91246 -1.64322
H -2.93732 0.40134 1.23858
H 6.42878 -3.64705 4.44221
C 1.69061 -1.80181 1.58605
H 6.21916 -0.18646 1.94058
N -2.09273 5.57065 -0.09604
H -0.76816 6.77388 0.93113
C 2.68953 -1.05877 -1.73456
H 1.41952 6.86732 5.43465
H -2.96590 1.17887 -8.80513
H 3.39858 4.12569 2.79508
H 0.21912 -1.63125 -4.48597
H -4.73730 -1.29062 -2.81727
H -4.05717 -1.98847 -4.28205
C 2.44215 -2.84270 2.17464
H -0.79105 0.09247 -4.99525
C -2.39708 1.42851 -6.75334
H -4.59623 -0.06075 1.59058
H -1.35366 -5.38319 2.91125
C -3.80724 -1.45659 -3.36159
H -3.18344 4.19120 -1.17064
C 4.58629 -3.34343 3.41230
C 1.83581 5.23279 3.73529
C -0.39846 4.39535 3.34617
H 4.13303 -4.20796 3.87682
C -3.81320 -0.95691 -0.22801
C -0.87139 5.89214 0.31018
C -0.28013 -5.39091 2.75146
C 0.38606 -4.18897 2.58668
C -1.92247 1.78293 -4.31425
H -3.41166 -0.47696 -3.64309
C -2.80268 -2.25007 -2.52990
C 0.95278 -1.44219 -3.71158
H 0.00474 6.09819 4.52443
C 1.78336 -6.56346 2.51301
N 1.91575 -2.34395 -3.57857

=====

112
Properties=species:S:1:pos:R:3 method="wB97M-V/def2-TZVPD" total_energy_ha=-6519.07032 multiplicity=2 s2=0.78 e_above_lowest_kcal_mol=70.7 total_charge=-2 lumo_energy_ev=3.5
C 0.90487 -5.21757 1.12388
C -1.50907 2.40437 -5.01732
N -2.87605 0.33719 -0.98366
H -7.41815 -0.19257 -0.44855
H 0.07674 -0.13590 5.19862
H 3.39112 2.22209 -0.41448
C -4.12994 1.19550 0.88805
C -1.25790 -2.92156 2.91301
H 0.25460 -2.50274 5.92355
C 2.33271 -0.72652 2.00967
H -5.96222 -2.92826 2.45652
C 5.93004 -1.09719 -2.23820
C 3.91464 0.15809 -0.50214
C -5.32417 0.00278 -0.77275
C 2.85629 -3.46486 1.88968
C -0.70291 -3.24327 4.13764
H -3.93679 -1.60044 2.85248
H -3.10382 -2.25468 -3.70971
O -4.40163 1.59379 -5.60188
F 7.95072 -2.24343 -2.61151
H -2.07778 -4.52959 -1.17990
H 0.09548 -0.72790 -2.61451
O -0.53055 1.24576 -1.22852
H -2.13999 -5.15093 -2.83794
C -1.99574 1.05795 -3.10675
C -0.29110 -0.93191 4.55953
C 6.83584 -1.67003 -3.10482
H -2.29288 -3.26178 -4.92191
H 2.15293 3.33071 1.33155
C 4.58867 -0.49591 -4.08402
C -0.88860 1.67857 -2.45001
I -2.35851 2.16962 1.46025
F 3.46539 -0.00179 -4.63157
Ge -0.77494 -3.00446 -2.86602
H 2.36164 -1.07573 3.05146
H -0.95567 0.42572 3.05550
F 3.93312 -2.73181 2.27735
H -3.85174 0.04050 -2.83065
H 0.52069 -4.53064 -4.48146
F 5.23737 -1.08489 -6.26467
C 1.92468 0.71698 2.04895
H 0.95563 0.79767 2.53451
N -0.59856 3.12116 -4.35684
C -1.49953 -4.67923 -2.08728
C 3.27936 1.35386 0.23146
F 6.25365 -1.21205 -0.91862
C -6.48337 0.89013 1.14991
C -1.32486 -1.59149 2.46197
C -5.18860 -2.89482 1.69729
C 0.84261 3.55090 -2.50640
H -2.47828 -2.64414 -1.01134
Ti -0.86310 -0.24636 -0.27838
F 4.18524 -5.28160 2.55697
H -4.45638 -4.05598 -1.38691
C 0.75089 -3.86830 0.92718
F 2.21866 -7.05657 1.88741
H 0.79442 -1.74578 -1.37895
N 3.80592 0.20285 -1.94381
C -2.23459 1.37973 -4.46562
H -0.68418 -5.36563 -1.85829
N 1.38218 -1.54915 1.26940
H -5.24867 2.00265 2.51718
H 1.12803 -2.86830 -4.60640
C -0.19888 -2.25165 4.97170
C -2.14490 -2.46273 -4.19118
H 0.52225 4.07245 -1.60381
H 1.12038 3.07324 -0.09408
C -2.92466 0.32733 -2.35049
C -4.07564 0.45683 -0.30684
C -4.05307 -2.13649 1.91846
H -0.64945 -4.28252 4.44176
H -7.39896 1.03172 1.71092
H 2.65503 1.26859 2.67179
H 3.90428 1.54152 1.12157
C 4.72329 -0.42101 -2.65066
H 1.60798 -3.88216 -3.24296
C -0.85389 -0.61033 3.33372
C -5.34797 -3.59996 0.50995
H -3.71806 -0.15485 -4.84470
H 4.95908 0.16869 -0.17821
H 3.35724 -0.77439 1.63327
C 1.39398 2.67595 0.87239
C -0.16280 -1.44821 -1.83043
C -6.48802 0.20264 -0.05696
H 0.51054 2.70055 1.51394
C -5.28451 1.40934 1.61256
C 6.64707 -1.66961 -4.47128
H -2.82931 0.40711 -6.25885
C -3.04295 -2.02687 0.94727
H -5.37346 -0.54330 -1.70462
H 1.65374 2.86291 -2.26986
H 3.46783 -0.77000 -0.13351
C 1.67117 -2.85491 1.34791
H -1.81551 -1.56600 -4.71932
C 2.05724 -5.73013 1.68785
H 1.17620 4.28003 -3.24063
H -1.63106 -3.71241 2.27507
C 5.48594 -1.07505 -4.94157
H -1.66890 2.69364 -6.05649
C 0.78102 -3.63358 -3.91294
N 1.87741 1.31144 0.73013
H -4.03265 2.45361 -5.82340
F -0.38135 -3.48211 0.33494
C -3.23717 -2.72130 -0.24945
C -0.27396 2.75678 -3.11457
C -3.29002 0.72517 -5.31623
C -4.35965 -3.50591 -0.45644
N -1.86918 -1.27406 1.19360
F 7.54881 -2.23642 -5.31373
C 3.03158 -4.82512 2.04032
H -6.23411 -4.19959 0.33672
F -0.08107 -6.06657 0.79538

=====

104
Properties=species:S:1:pos:R:3 method="wB97M-V/def2-TZVPD" total_energy_ha=-3281.88946 e_above_lowest_kcal_mol=9.0 total_charge=+1 lumo_energy_ev=-2.9
N -0.52261 -0.17426 1.34887
H 6.53017 -2.96956 1.68236
C -3.51929 0.38057 -2.55050
C 2.65199 1.12370 3.36042
C -3.32888 1.69596 -0.11169
C -4.30493 2.55826 2.01379
C 1.70614 -0.02394 -3.15504
H -5.37316 1.05079 0.17724
P 3.16178 0.67659 1.67658
O 0.11378 1.65290 -1.20635
H 5.93113 1.25531 -0.15025
H 2.37235 0.52430 -3.80992
F -3.61571 -0.21299 -3.75968
H 1.64408 -1.49317 -0.09110
C -5.74216 -1.47631 -2.91154
C 5.49654 -2.81727 -3.62555
H -7.04282 1.22264 -1.43542
H -6.57670 -2.00906 -0.63266
C 2.13431 -0.38029 -1.87218
C 3.79210 -0.99941 1.92406
H -6.66584 -3.44385 -2.62811
C 4.45190 1.91965 1.27889
H -4.84321 1.61478 2.09827
C 1.95979 1.71669 5.98748
H 5.29008 -3.84312 -3.90166
C -6.93661 -2.39129 -2.60931
H 0.54120 1.16712 2.96428
H 2.54799 -3.99336 2.90325
H -6.05274 3.78661 2.29210
C 0.97661 1.57404 5.02296
C 3.64027 1.24867 4.33906
H 4.53015 2.04394 -2.21518
C 4.58647 -3.63028 2.31188
H -8.20512 -0.40975 -0.18876
C 0.42119 3.32717 1.31638
H 1.85290 -1.66206 2.59419
H -0.06550 1.69922 5.28684
H 5.56509 2.95889 -0.21008
H -4.67228 4.64472 1.60395
C -8.04993 -0.68547 -1.23006
C -1.41559 -2.56599 1.59911
N -5.79029 -0.36198 -1.97439
H -3.87212 2.74473 2.99464
H -1.37249 -1.43852 -3.11728
C -0.39741 -1.13347 -2.75711
C -5.21650 3.70054 1.59850
N -3.18315 2.37483 1.08659
C 1.31855 1.27989 3.71075
C 4.89864 -0.83347 -2.38033
H 7.72783 -0.33794 -4.18297
C 5.10759 -1.37089 1.66867
C 6.60301 -2.16304 -4.15139
C -2.21763 1.58200 -0.94763
H -7.44512 0.48206 -2.98002
H -8.04788 -2.75370 -0.86662
H 3.80191 -2.68414 -2.32814
C -4.62362 0.37240 -1.69220
H 7.26120 -2.67540 -4.84041
H -1.93319 3.46165 2.33470
H 5.22210 1.83618 2.04974
C 3.27246 -3.26373 2.56385
C 5.50467 -2.68274 1.87433
C 6.01825 -0.19068 -2.90254
C 1.27936 -1.11549 -1.04547
H 5.82326 -0.64506 1.30294
C -1.98567 2.91247 1.40273
C 2.87920 -1.94668 2.38121
H 3.19579 2.26107 -1.09229
O 1.56931 2.84117 0.92386
C -0.89175 2.00229 -0.53207
C -0.91816 -1.26381 1.45175
C 6.86372 -0.85260 -3.78306
H 4.89773 -4.65636 2.45699
H -1.47457 0.88534 -2.83005
C 4.65818 -2.16095 -2.74023
H -5.61382 3.54914 0.59400
H -4.82152 -2.02235 -2.76317
H -0.64416 -2.06609 -0.84373
C -0.83854 2.75608 0.68369
H -9.01512 -0.77476 -1.72514
H 3.91439 2.85060 1.47699
H 1.68860 1.95203 7.00813
H -7.77622 -2.22963 -3.28377
H 4.06835 1.64870 6.39650
N -3.80426 -3.04530 0.83979
N -7.41382 -2.04832 -1.23654
C -4.52392 1.06042 -0.49045
C 5.10608 1.97298 -0.10465
H 0.13266 -0.15320 -4.59561
C -0.57000 -3.54302 2.17123
C 0.00414 -1.48263 -1.48481
C 3.29626 1.55043 5.64516
C -7.08806 0.27400 -1.96389
H 6.24847 0.83117 -2.62889
P 3.77086 -0.07865 -1.16367
C -2.33831 0.94130 -2.18344
Pd 1.48719 0.94943 0.24762
O 0.31728 4.17186 2.17962
C -2.71951 -2.84817 1.18738
H 4.68344 1.09096 4.09223
N 0.15930 -4.32191 2.60867
H -5.79034 -1.16218 -3.95885
C 0.45367 -0.40537 -3.59278
C 4.12873 1.71537 -1.25554